Entry 1:
22
Properties=species:S:1:pos:R:3:lowdin_spin:R:1 method="wB97M-V/def2-TZVPD" relative_energy_kcal_mol=38.2 max_force_ev_per_a=4.66 e_lumo_ev="6.5 / 6.2" multiplicity=5 homo_lumo_gap_ev="3.3 / 4.8" charge=-2
C 0.2803 -1.2987 -1.2552 0.118
C -1.0387 -1.3291 -0.7364 0.112
C -0.9718 -1.7429 0.6464 0.011
C 0.3416 -2.1538 0.9344 0.056
C 1.2341 -1.8693 -0.2198 0.066
Fe 0.2706 -0.1482 0.4364 2.927
C -1.3667 1.8759 0.0660 -0.016
C -0.7081 2.9095 -0.6168 0.299
C 0.3845 3.0301 -1.3997 0.056
N 2.2231 -0.9834 0.5036 0.193
H -1.8259 -1.8915 1.2930 0.004
H -1.9427 -1.2474 -1.2820 0.022
H 0.7084 -2.4262 1.9313 0.010
H 2.0716 -2.5079 -0.6855 0.043
H 0.5018 -1.1335 -2.3139 0.020
H -2.2134 1.3072 -0.3856 0.006
H 2.5500 -0.4581 -0.2425 0.038
H -1.6125 2.0884 1.1306 0.000
H 0.3250 3.6878 -2.2261 0.006
H 1.2905 2.3506 -1.1942 0.026
N -0.4138 1.3109 3.2690 0.012
C -0.0878 0.6294 2.3469 -0.010

***

Entry 2:
20
Properties=species:S:1:pos:R:3:mulliken_charge:R:1 method="wB97M-V/def2-TZVPD" relative_energy_kcal_mol=78.3 max_force_ev_per_a=2.84 e_lumo_ev=0.7 homo_lumo_gap_ev=8.4
C -1.9592 -0.1021 -1.2200 -1.309
C -0.9969 -2.2761 -0.3332 -1.448
C 2.5968 1.0443 1.0691 -1.286
C 0.2174 0.5386 0.3004 0.813
C -1.0654 -0.7689 -0.1888 0.948
N -0.1209 1.8269 -0.1694 -0.477
C 1.4628 0.1479 0.7156 -0.479
N -0.7409 -0.2746 0.9971 -0.629
H 0.6630 2.4443 -0.3171 0.240
H -0.8378 2.2696 0.3903 0.236
H 1.6235 -0.9103 0.8541 0.317
H -1.3639 0.3013 -2.0391 0.334
H -2.6671 -0.8162 -1.6440 0.398
H -1.9883 -2.6963 -0.1722 0.379
H -0.3173 -2.7139 0.3959 0.394
H -0.6892 -2.5546 -1.3375 0.324
H -2.5363 0.7171 -0.7870 0.325
H 3.4292 0.9067 0.3728 0.284
H 2.3152 2.0997 1.0414 0.309
H 2.9755 0.8166 2.0719 0.326

***

Entry 3:
71
Properties=species:S:1:pos:R:3:mulliken_charge:R:1 method="wB97M-V/def2-TZVPD" relative_energy_kcal_mol=32.5 max_force_ev_per_a=14.38 e_lumo_ev=-5.7 homo_lumo_gap_ev=1.0
C 2.0438 3.3230 1.6527 -1.429
C 1.3188 3.4393 0.2193 -2.740
C 0.6617 2.0902 -0.0744 2.007
C -0.7449 2.0811 -0.2331 -0.006
O -1.3875 3.3037 -0.1233 -0.683
C -1.4633 0.9596 -0.4634 0.109
C -2.9575 0.8780 -0.6528 -1.581
C -3.7352 0.4451 0.6098 -0.791
C -4.2066 1.6259 1.4419 0.201
N -3.1682 1.8544 2.4916 -1.261
C -0.7159 -0.2066 -0.5479 0.864
C 0.6369 -0.2569 -0.4064 -1.034
C 1.4061 0.9153 -0.1694 0.779
P 3.3587 0.6386 -0.0343 0.636
N 4.1957 2.1232 -0.4637 -0.705
O 3.6740 0.4626 1.5856 -0.314
C 1.0715 -1.7188 -0.6241 0.204
O 2.1428 -2.1447 -0.8715 -0.441
N -0.1390 -2.4722 -0.5648 0.388
C -0.1606 -3.2421 0.6719 -0.651
O -0.9539 -2.5340 1.6191 -0.166
O -0.4344 -2.9771 2.8924 -0.320
C -1.2164 -1.5904 -0.8200 -0.309
O -2.2576 -1.9061 -1.2470 -0.557
H 1.6863 4.0959 2.3108 0.424
H 1.8697 2.3400 2.0530 -0.002
H 3.1478 3.4516 1.6200 0.353
H 2.0519 3.6890 -0.6089 1.227
H 0.5992 4.2556 0.2757 0.809
H -1.4017 3.7460 -0.9752 0.306
H -3.3084 1.8583 -0.9402 0.564
H -3.1640 0.2231 -1.4790 0.669
H -4.6254 -0.0725 0.2712 0.368
H -3.1969 -0.2678 1.2214 0.441
H -4.3112 2.5025 0.8112 0.331
H -5.2161 1.4425 1.9083 -0.510
H -2.3095 1.5286 2.0598 0.754
H -3.3932 1.1756 3.2214 0.411
H 4.8447 2.3481 0.2994 0.533
H 4.8224 1.8645 -1.2409 0.273
H 2.9248 -0.1114 1.9296 0.140
H -0.5295 -4.2489 0.5447 0.469
H 0.8398 -3.3022 1.0769 0.430
H -1.1891 -2.9019 3.4916 0.309
O 1.8371 -1.1304 4.9656 -0.950
H 1.6363 -1.6600 4.1912 -0.022
Cs -2.3246 3.6906 3.4343 0.902
C -0.3808 -3.9591 -3.8027 -0.371
C -0.7002 -5.2079 -4.4632 0.128
N -0.9886 -6.1811 -4.9931 -0.425
H -1.2383 -3.5866 -3.2432 0.050
H 0.4497 -4.0815 -3.1082 0.304
H -0.1011 -3.1975 -4.5290 0.316
Mg 1.2816 -0.6242 1.9411 -0.230
C 5.4613 -0.7197 -3.9769 0.318
Cl 4.8487 -0.8538 -5.6190 -0.084
Cl 4.3780 -1.5221 -2.8617 -0.002
Cl 7.0698 -1.4203 -3.8734 -0.087
Cl 5.5722 1.0233 -3.5579 -0.155
Br -7.0587 1.0236 2.5902 -0.674
O -4.5481 -5.4751 -6.3542 -0.397
S -4.4566 -4.2740 -5.5266 1.334
O -5.6059 -3.4250 -5.8397 -0.422
O -3.2244 -3.5307 -5.7929 -0.425
O -4.4620 -4.6691 -4.1173 -0.406
Na 2.6745 -3.0059 5.2085 0.984
N 2.3021 4.9758 6.6149 0.939
O 1.7457 4.7676 5.5009 -0.663
O 1.7895 4.5226 7.6496 -0.621
O 3.3564 5.6338 6.6563 -0.628
Cs 3.5758 4.1789 -0.8328 0.784

***

Entry 4:
99
Properties=species:S:1:pos:R:3:lowdin_spin:R:1 method="wB97M-V/def2-TZVPD" relative_energy_kcal_mol=25.7 max_force_ev_per_a=8.73 e_lumo_ev=-9.2 multiplicity=3 homo_lumo_gap_ev=2.7 charge=+2
Mo 0.0566 1.8469 -0.8556 1.504
C 0.4738 -1.5553 0.2857 0.023
C 0.3770 -0.6373 -0.7269 0.001
C -0.3799 -1.0047 -1.9880 0.009
C -1.6837 -0.2024 -2.2016 0.020
C -2.2833 0.3856 -0.9403 0.000
C -2.3843 -0.2822 0.2564 0.009
C -2.1239 -1.7371 0.4766 0.002
C -0.7212 -2.3150 0.7286 0.004
C -0.0983 2.0193 1.3390 0.018
H 1.3959 -1.7152 0.8492 0.001
H 1.1121 0.2652 -0.8519 -0.002
H -0.6394 -2.0710 -2.0043 0.001
H 0.2760 -0.8763 -2.8723 0.001
H -1.5251 0.5835 -2.9479 0.007
H -2.4093 -0.8716 -2.6907 0.004
H -2.9299 1.2653 -1.1322 -0.001
H -2.8043 0.2754 1.1010 0.001
H -2.5537 -2.3087 -0.3609 0.000
H -2.7517 -2.0094 1.3451 0.000
H -0.6166 -2.5736 1.7887 0.000
H -0.6920 -3.3080 0.2416 0.002
H 0.7860 1.4099 1.5727 -0.003
H -0.9499 1.5614 1.8588 0.010
H 0.0662 3.0044 1.7778 0.006
P -0.9812 3.8226 -0.5886 0.039
P 1.0716 2.2825 -2.8034 0.148
N -2.6872 3.9988 -0.3819 -0.004
N -0.4834 5.3180 0.2082 0.002
N 0.0354 2.1334 -4.3511 0.054
N 2.5930 2.5214 -3.8159 0.002
C -0.7214 4.3222 -2.3168 0.043
C 0.7828 4.1136 -2.5540 0.054
C -3.4315 3.6936 0.7582 0.000
C -4.7109 4.2071 0.5865 0.000
C -4.7656 4.8167 -0.7254 0.000
C -3.5138 4.6507 -1.2992 0.000
C 0.2693 5.5388 1.3609 0.002
C 0.3687 6.9157 1.5704 0.000
C -0.3389 7.5569 0.5025 0.002
C -0.8620 6.5610 -0.3064 0.000
C -0.4957 1.0257 -5.0103 0.003
C -1.2322 1.4411 -6.1201 0.004
C -1.1373 2.8674 -6.1689 0.006
C -0.3343 3.2486 -5.1091 0.005
C 2.7365 2.7230 -5.1982 0.000
C 4.0425 3.1420 -5.4841 0.000
C 4.7344 3.2235 -4.2202 0.000
C 3.8064 2.8903 -3.2262 0.000
H -1.0443 5.3267 -2.5824 0.008
H -1.3191 3.6664 -2.9604 0.002
H 1.1790 4.6764 -3.4119 0.007
H 1.3897 4.4117 -1.6767 0.005
H -2.9742 3.1332 1.5593 0.000
H -5.5228 4.1667 1.3015 0.000
H -5.6077 5.3200 -1.1852 0.000
H -3.1532 4.9162 -2.2788 0.000
H 0.6244 4.7132 1.9539 0.000
H 0.8860 7.4054 2.3869 0.000
H -0.4531 8.6202 0.3329 0.000
H -1.4877 6.6424 -1.1835 0.000
H -0.2795 0.0207 -4.6770 0.000
H -1.7987 0.8075 -6.8021 0.000
H -1.6059 3.5489 -6.8768 0.001
H -0.0192 4.2432 -4.8621 0.000
H 1.9180 2.5855 -5.8801 0.000
H 4.4292 3.3616 -6.4734 0.000
H 5.7761 3.5006 -4.0785 0.000
H 3.9103 2.8967 -2.1533 0.000
C -2.0677 -7.0949 2.9283 0.000
C -0.6065 -7.2949 2.5147 0.000
C -0.4082 -6.8469 1.0670 0.000
C 0.3150 -6.6673 3.5526 0.000
C 0.4435 -7.2757 4.7857 0.000
C 1.2226 -6.7164 5.7984 0.000
C 1.9788 -5.5615 5.5490 0.000
C 1.8918 -4.8996 4.3430 0.000
C 2.7219 -3.6583 4.0138 0.000
C 2.9741 -2.7749 5.2383 0.000
C 4.0513 -4.0220 3.3429 0.000
C 0.9138 -5.3560 3.3553 0.000
O 0.5624 -4.6000 2.4122 0.000
H -2.3143 -6.0239 2.9337 0.000
H -2.2469 -7.4971 3.9317 0.000
H -2.7335 -7.6043 2.2234 0.000
H -0.3974 -8.3751 2.5611 0.000
H -0.7043 -5.8017 0.9541 0.000
H 0.6350 -6.9541 0.7627 0.000
H -1.0302 -7.4735 0.4194 0.000
H -0.0845 -8.2166 4.9637 0.000
H 1.2686 -7.1904 6.7763 0.000
H 2.6448 -5.1732 6.3263 0.000
H 2.1223 -3.0807 3.2946 0.000
H 3.5976 -3.2864 5.9808 0.000
H 3.4868 -1.8600 4.9250 0.000
H 2.0232 -2.4965 5.7040 0.000
H 3.8808 -4.6207 2.4427 0.000
H 4.5866 -3.1101 3.0570 0.000
H 4.6832 -4.5947 4.0345 0.000

***

Entry 5:
89
Properties=species:S:1:pos:R:3:mulliken_charge:R:1 method="wB97M-V/def2-TZVPD" relative_energy_kcal_mol=0.0 max_force_ev_per_a=0.41 e_lumo_ev=-6.2 homo_lumo_gap_ev=7.9 charge=+2
In 0.0779 -0.2428 -0.2132 0.264
C 2.2516 4.5232 1.2724 -1.443
C 1.3493 3.6851 0.4214 0.570
C 0.5676 4.0825 -0.6533 -0.696
C -0.0559 2.9409 -1.1448 -0.676
N 0.3047 1.8938 -0.3689 0.211
N 1.1905 2.3650 0.5766 0.633
B 2.0717 1.4098 1.4236 -1.394
N 2.8531 0.4574 0.4663 0.925
N 2.2194 -0.4089 -0.3931 0.271
C 3.1598 -1.0785 -1.0735 -0.712
C 4.4111 -0.6412 -0.6487 -1.005
C 4.1823 0.3259 0.3214 0.927
C 5.1888 1.1143 1.0997 -1.354
C 2.8123 -2.1185 -2.1116 2.169
C 4.0892 -2.7043 -2.7175 -2.265
C 1.9877 -1.4613 -3.2308 -1.467
C 2.0143 -3.2519 -1.4461 -1.355
N 1.2158 0.5495 2.3889 0.710
N 0.3336 -0.4111 1.9313 0.106
C 0.0099 -1.1924 2.9943 -0.665
C 0.6477 -0.6835 4.1203 -0.591
C 1.4012 0.4022 3.7053 0.491
C 2.3039 1.2718 4.5234 -1.444
C -0.8458 -2.4428 2.9438 2.462
C -0.7759 -3.1471 4.3005 -2.301
C -2.3018 -2.0634 2.6612 -1.275
C -0.3090 -3.4005 1.8693 -1.583
C -0.9449 2.8424 -2.3682 2.423
C -0.4026 1.7695 -3.3244 -1.551
C -2.3813 2.5104 -1.9369 -0.840
C -0.9417 4.1885 -3.0961 -2.347
H 2.0986 5.5724 1.0312 0.393
H 2.0518 4.3797 2.3350 0.287
H 3.3011 4.2833 1.0942 0.249
H 0.4908 5.0871 -1.0454 0.651
H 2.8450 2.0562 2.0603 0.046
H 5.3787 -0.9762 -0.9941 0.677
H 6.1896 0.8195 0.7947 0.386
H 5.0791 2.1865 0.9256 0.241
H 5.0916 0.9393 2.1729 0.240
H 4.6872 -1.9330 -3.2108 0.441
H 4.7049 -3.1917 -1.9566 0.437
H 3.8240 -3.4546 -3.4667 0.412
H 2.5248 -0.6165 -3.6675 0.377
H 1.7889 -2.1866 -4.0242 0.460
H 1.0242 -1.0959 -2.8700 0.210
H 2.5705 -3.6830 -0.6108 0.379
H 1.0512 -2.9069 -1.0655 0.133
H 1.8168 -4.0459 -2.1710 0.455
H 0.6001 -1.0741 5.1270 0.650
H 2.1752 1.0316 5.5760 0.394
H 3.3517 1.1117 4.2641 0.248
H 2.0822 2.3302 4.3805 0.290
H -1.1392 -2.5022 5.1063 0.434
H -1.4050 -4.0404 4.2773 0.418
H 0.2465 -3.4596 4.5385 0.467
H -2.7047 -1.4723 3.4885 0.475
H -2.3784 -1.4761 1.7550 -0.111
H -2.9176 -2.9646 2.5530 0.442
H 0.7480 -3.6164 2.0373 0.455
H -0.8588 -4.3456 1.8981 0.475
H -0.4150 -2.9972 0.8621 0.203
H -0.4673 0.7663 -2.9026 0.200
H -0.9797 1.7660 -4.2535 0.472
H 0.6423 1.9655 -3.5734 0.454
H -2.4114 1.5959 -1.3468 -0.496
H -2.7915 3.3226 -1.3307 0.531
H -3.0229 2.3829 -2.8162 0.419
H 0.0624 4.4557 -3.4422 0.456
H -1.5953 4.1287 -3.9700 0.431
H -1.3140 4.9923 -2.4541 0.435
C -6.1810 -2.3217 -2.4385 -1.405
C -5.1527 -1.5462 -1.6876 0.652
C -5.4127 -0.5535 -0.7879 -1.267
C -4.3439 0.0883 -0.1615 1.099
N -3.0697 -0.2523 -0.4236 -0.046
C -2.8261 -1.2141 -1.2914 0.260
S -1.2253 -1.7104 -1.7113 -0.595
N -3.8474 -1.8492 -1.9160 0.145
C -4.5501 1.1830 0.8290 -1.113
H -7.1805 -1.9890 -2.1800 0.390
H -6.0967 -3.3881 -2.2101 0.380
H -6.0389 -2.2004 -3.5161 0.382
H -6.4352 -0.2721 -0.5697 0.463
H -3.6240 -2.5803 -2.5806 0.377
H -5.6026 1.4009 0.9893 0.461
H -4.0384 2.0848 0.4798 0.175
H -4.0856 0.9019 1.7783 0.226